This record from the OMol25 dataset describes C42H105BaN6O15Zn as an isolated structure at a distorted geometry. The level of theory is wB97M-V/def2-TZVPD.

Cartesian coordinates (Å):
N  11.7884  -9.1854  2.8445
C  18.1490  -1.7853  3.5284
C  24.8342  -2.1823  5.4666
H  19.9920  -9.4273  7.6848
H  16.0626  -1.6894  2.6938
C  19.5366  -13.2068  2.6346
H  23.9016  -0.5202  6.5640
H  16.0191  1.5152  1.2874
C  21.2287  -6.7997  12.7003
H  18.9141  -12.3174  2.7324
H  14.3274  -9.0555  19.1754
H  14.7448  -9.5694  4.5190
H  9.1645  -9.3629  6.4717
H  20.0229  -6.8175  1.6357
C  20.5404  -13.2059  3.7647
H  24.5449  -3.1969  3.3910
H  18.5634  -2.0129  2.5463
C  21.8725  -6.0143  13.8952
H  20.1142  -15.5995  3.6784
H  14.4982  -11.4558  17.4070
C  18.1177  -9.6963  8.8578
H  17.9545  -2.7582  5.2813
O  23.5737  -2.3171  4.8275
H  23.5042  -19.3861  7.2231
C  18.9699  -9.0487  7.6872
H  24.8173  -21.3910  7.7152
H  11.5737  -4.0618  9.3559
H  18.1072  -10.7797  8.9774
H  13.1322  -3.1090  9.3406
H  25.2796  -1.2180  7.3243
H  22.9765  -2.9466  9.3386
C  14.9221  -10.5081  17.7389
H  25.3756  -6.4803  8.7220
C  21.1580  -15.5101  3.9795
H  21.1770  -5.6866  14.6679
C  15.9036  0.7950  2.0973
C  24.7102  -3.9853  8.6667
H  8.7390  -7.5305  6.3827
H  14.9219  -8.9747  13.3441
O  18.9695  -7.6542  7.8841
H  24.9674  -4.2961  9.6793
O  26.4677  -20.5243  8.6224
H  21.2955  -7.8652  12.9201
H  25.5744  -6.2820  6.9996
C  24.5818  -15.6939  8.6755
C  13.8322  -9.8627  4.0000
H  25.8284  -20.4303  6.5838
O  23.6895  -14.5599  8.3162
H  20.1682  -13.0834  4.7819
C  12.0396  -8.2006  18.7376
H  21.6646  -17.6864  3.9249
C  14.9878  -8.7424  14.4070
H  15.6412  -8.8190  16.8224
O  17.0222  -0.0021  2.3301
H  24.3628  -1.9075  9.3440
C  12.5749  -3.9549  8.9384
C  22.7121  -14.3215  9.2943
H  16.3554  -10.1717  16.0308
H  18.1701  -14.1165  0.5948
H  21.9350  -6.7149  11.8744
C  24.4197  -1.4690  6.7033
H  12.6275  -9.1814  17.0472
C  20.4296  -17.3889  1.6025
O  20.0772  -13.5904  1.3332
H  18.7622  -12.6549  0.1942
C  15.4097  -9.8114  16.4356
O  21.6970  -16.6742  2.0160
C  23.8691  -2.6900  8.7679
H  25.7281  -18.1832  8.7952
H  23.1072  -17.2374  8.0805
Zn  17.9644  -5.6337  9.8231
O  13.0845  -7.2098  18.9992
C  21.9516  -16.7600  3.4276
H  22.9785  -16.4800  3.6625
Ba  21.6839  -4.9931  5.9479
H  14.5391  -7.7588  14.5460
O  10.2614  -7.9165  5.2317
H  25.4065  -1.4438  4.9051
N  23.3313  -2.1675  7.5155
H  23.1710  -14.3812  10.2812
H  19.7902  -17.6411  2.4485
C  16.7578  -1.0669  3.2571
O  14.6762  -5.5418  9.2006
H  24.2440  -7.1792  7.6415
N  18.1755  -3.0128  4.3293
H  27.5970  -21.9287  7.9970
C  17.2176  -4.0507  3.9515
H  25.3007  -3.1362  5.7127
H  17.7257  -4.1133  1.8787
C  24.8332  -6.2758  7.7988
C  10.6138  -8.3042  2.8181
H  24.0456  -1.4986  2.9527
C  19.1168  -13.6826  0.2731
H  23.6851  -17.3677  9.6857
H  13.3126  -7.8181  3.7595
C  9.4865  -8.3225  6.4287
H  14.2374  -9.8726  2.9882
H  19.6455  -16.9315  0.9990
H  25.0960  -15.4099  9.5937
H  11.5606  -10.0997  3.2083
C  13.4907  -6.4756  17.8813
H  13.9663  -12.4135  5.9526
H  14.0775  -6.9916  17.1214
H  18.8356  -5.9188  0.7698
N  21.6457  -14.1554  3.5699
H  18.8327  -13.9983  2.8917
H  12.6272  -4.0020  7.8506
H  11.6123  -8.4972  19.6955
H  12.4673  -11.7230  6.3071
H  22.8390  -2.6520  2.9929
C  9.6689  -8.3662  4.0587
H  13.9542  -5.5490  18.2201
H  20.8223  -18.3003  1.1516
H  22.0123  -15.1521  9.2020
H  11.9291  -10.2769  18.3181
H  10.1743  -8.8322  1.9718
H  9.3456  -9.3865  4.2648
H  13.2009  -5.2901  10.4660
O  24.1386  -5.0413  7.9019
H  25.4762  -15.7231  8.0532
H  22.2638  -13.9108  4.3304
H  14.9674  0.2462  1.9954
C  17.6227  -4.8227  2.6998
H  15.7337  1.3508  3.0194
H  18.7869  -0.9903  3.9146
C  24.3403  -19.4655  7.9179
C  12.7329  -8.7309  3.8969
H  12.6299  -6.1077  9.0605
H  13.9692  -10.7138  6.3926
C  25.4296  -20.4970  7.5961
H  22.6631  -6.6063  14.3562
H  12.5705  -6.0662  17.4647
H  21.1824  -15.5584  5.0681
C  23.7870  -2.4183  3.4774
C  13.2922  -5.3030  9.3799
H  11.2550  -7.7084  18.1630
H  18.5142  -9.2489  6.7175
H  10.1336  -8.0919  7.2749
H  17.0773  -9.3716  8.8713
C  19.0205  -6.4000  1.7302
H  8.7648  -7.7860  3.8742
H  22.2353  -13.3489  9.1726
C  13.4207  -11.4766  5.8399
H  18.4191  -9.4342  9.8720
H  20.9102  -12.1988  3.5718
H  16.0602  -8.5591  14.3401
N  24.9906  -18.1451  8.1062
H  12.2883  -8.6122  4.8850
H  27.8591  -21.6077  9.6983
H  17.1675  -4.7126  4.8160
O  14.4915  -9.7313  15.2884
H  18.3778  -7.2654  1.8920
C  27.0860  -21.7498  8.9431
N  13.9965  -9.8014  18.5803
H  10.8999  -7.2775  2.5897
H  22.5673  -1.5169  7.6306
H  23.8729  -19.6494  8.8853
O  13.3820  -11.2138  4.4119
C  12.6655  -9.5073  18.0866
H  19.4865  -14.0547  -0.6824
C  24.0145  -17.1285  8.6746
H  16.1909  -3.7517  3.7403
O  18.9342  -5.4685  2.8031
H  16.8709  -5.5612  2.4212
H  26.3032  -22.5017  9.0425
H  16.2256  -0.6953  4.1328
O  19.9502  -6.3144  12.3817
H  25.5928  -3.7168  8.0863
H  22.5145  -5.2494  13.4582
H  15.6620  -10.8421  18.4663

Output
Frontier orbital gap   3.128 eV
Net charge   +1
Calculated total energy   -133988.8848 eV
LUMO level   -5.3311 eV

***

This record from the OMol25 dataset describes C42H105MnO21 as an isolated structure at a distorted geometry. The level of theory is wB97M-V/def2-TZVPD.

Cartesian coordinates (Å):
H  1.4136  -4.4292  -2.6098
H  -0.9020  0.1046  -1.3892
H  -0.9047  -3.1653  8.0692
C  -5.2883  -2.5895  -3.0636
H  5.0260  3.6616  1.1370
C  -2.3077  -4.1279  4.5011
H  -5.2720  1.5366  -2.9673
H  2.3980  7.9189  0.3472
H  -2.4968  3.0067  1.4212
H  -0.8697  -1.9830  -2.8441
C  1.3177  0.2575  -8.1506
H  4.9593  -2.1834  -1.2957
H  0.9618  -0.2924  -9.0324
H  3.9656  2.6666  -2.6700
O  3.5761  -1.4729  0.0826
H  -3.7635  -7.5923  -2.4925
H  0.5069  0.9610  -7.9374
C  0.2746  -4.1461  1.8757
H  0.7800  0.3580  -1.8644
H  -2.9809  -2.7314  -1.9361
C  3.9399  3.6535  1.2732
O  0.6832  5.4185  1.7365
H  -0.6138  4.1915  -4.6424
H  -0.1250  1.6229  -0.9685
C  -1.9727  3.7739  -2.5384
H  2.8524  -1.5454  -4.8242
H  3.2321  2.3299  -9.7884
O  -1.5895  -1.4888  -4.7682
H  -3.4566  0.7207  5.2004
H  -5.7829  4.0368  1.6622
H  -2.1941  -6.0807  -0.2661
H  -3.1629  -4.8070  4.4720
O  2.5248  0.8897  -8.5486
H  1.2482  -1.2429  -4.4395
C  2.1547  -0.6954  -4.7380
H  4.9927  0.8560  3.6688
C  -5.4297  2.6151  -2.8375
H  2.2846  3.0854  -2.3097
H  1.3301  -2.4622  7.2569
C  2.0370  7.3321  1.2034
H  3.4595  -2.8454  -1.4284
H  2.2719  9.6559  3.4787
O  -3.8643  0.4337  3.2328
C  0.0445  0.5478  -1.0784
H  2.9231  6.7054  1.3962
H  0.9298  6.1068  -0.1859
H  0.2157  -6.5203  -0.6335
H  0.0139  -3.0960  3.6618
C  1.1332  -4.3405  -1.5563
C  -0.3786  -6.0694  -1.4334
H  2.3935  -1.6851  2.5801
H  -2.7478  -0.7905  4.5741
C  0.5625  -6.3208  2.7960
O  3.3390  2.3603  -0.6918
O  1.4716  0.0712  5.0841
C  3.0822  2.3755  -2.0990
H  2.2982  1.9080  3.4738
H  -3.9880  -7.9175  -0.7581
H  -5.3108  -3.4035  -2.3284
H  -5.5076  -1.6461  -2.5508
H  -1.9421  1.0726  2.9081
H  -5.8795  2.7736  -1.8528
H  -0.3336  -4.5783  1.0731
C  -3.0251  -2.1456  -2.8591
C  3.8016  -2.4529  1.0886
C  1.6185  -0.6898  -7.0315
H  -0.1185  7.0599  0.9520
O  -1.5341  2.7939  -3.4581
H  -0.5920  -0.0454  4.9670
H  -3.3800  -9.1703  -1.9326
O  -0.2277  -4.6408  -1.3754
C  0.8303  -1.6094  6.7784
O  3.5577  2.5250  2.0653
H  -2.4279  -5.8500  -2.0355
H  -2.2962  -2.3500  7.3752
H  -4.0787  4.5611  1.7162
H  3.6994  4.5685  1.8135
H  3.4248  3.1864  4.0751
H  2.3091  4.0732  -0.1311
H  -1.0817  0.3270  -3.8247
C  -0.0956  4.3641  1.2228
H  -1.7328  -4.3240  5.4073
H  0.0973  3.5018  1.8557
H  1.4644  2.4292  -9.4818
C  2.6485  9.0884  2.6267
H  2.7769  1.3872  -2.4260
C  -1.2286  -2.2485  7.5686
H  2.0400  3.5971  3.0204
C  -1.7288  -0.0964  -4.6013
H  -0.1448  2.5231  -4.9082
C  -1.8525  -6.3723  -1.2655
H  -1.1459  4.6509  1.1031
H  -1.2458  3.9973  -1.7503
C  -3.6091  -0.1154  4.5134
H  5.5759  -0.7907  3.7755
O  -4.4494  2.5689  1.2358
H  -1.1448  -1.4007  8.2581
C  0.8243  6.5257  0.8212
O  -0.4823  -1.9463  6.4060
C  0.2819  0.0746  4.3273
C  -2.9787  1.4525  2.9015
C  3.9112  -1.8628  -1.2336
C  -1.6700  -2.2017  -3.5608
H  2.7647  -1.2849  5.9996
C  2.7999  2.8495  3.2498
H  3.5757  -1.1673  -1.9932
H  0.8583  -0.7669  7.4811
C  -0.6563  -3.4805  2.8814
H  -4.7537  3.5998  3.0349
H  0.1864  0.9964  3.7510
C  1.7370  -1.2058  5.6375
C  2.3229  1.7602  -9.6295
H  -0.0856  -6.7157  2.0079
H  0.2568  -0.6858  3.5359
H  -1.1951  -2.6589  2.3988
H  3.6333  8.7340  2.9497
H  2.7782  9.8096  1.8163
O  1.7266  8.0609  2.3639
C  -3.3561  -8.1264  -1.6241
H  4.0402  -0.2476  4.5461
O  -4.0583  -2.5189  -3.7423
H  0.0261  -6.1919  3.7287
H  0.8466  -3.3501  1.3890
H  -3.2499  2.3671  -1.6458
H  0.0152  -6.4138  -2.3927
C  4.6714  -0.1881  3.6566
H  3.8766  -2.4666  3.1947
O  1.5247  0.5050  0.9947
H  0.6980  -1.1301  0.0172
H  1.7522  -1.9309  4.8103
H  -6.1769  2.9182  -3.5713
O  1.9806  0.0605  -5.8850
H  -2.9199  1.4257  0.7407
H  1.8383  -4.9086  -0.9358
H  0.2106  4.1139  0.1946
O  -4.2451  3.3113  -3.1093
C  -3.3560  3.3930  -2.0381
O  4.0119  -0.5021  2.4509
O  -1.5858  -4.4424  3.3216
H  4.8612  -2.7293  1.0083
H  -3.2213  -1.0977  -2.5873
C  -0.3752  3.2513  -4.1322
H  0.4626  3.4071  -3.4464
H  -4.4699  -0.7310  4.7637
H  1.3091  -7.1044  2.9396
C  -4.7759  3.7495  1.9535
C  -3.1442  2.1309  1.5509
H  1.3268  -3.3172  -1.2186
H  -6.0744  -2.8082  -3.7845
H  -3.6462  4.0235  -1.1903
H  -1.5111  -3.2409  -3.8649
C  0.5003  -0.0674  0.2580
C  3.4569  -1.8457  2.4024
H  3.9976  4.2905  -0.7256
H  2.0370  1.2418  -10.5557
H  -2.7497  0.2532  -4.4339
C  3.3225  3.6691  -0.1278
H  3.2077  -3.3478  0.8743
H  -2.7227  -3.1198  4.4082
H  -1.3478  0.3593  -5.5190
H  -2.0994  4.7192  -3.0877
H  -0.3991  -0.1904  0.8818
H  2.4345  -1.3867  -7.2535
O  1.1876  -5.1223  2.3561
H  -2.9792  2.2359  3.6783
H  0.7393  -1.3091  -6.8056
H  2.5305  -0.0877  -3.9191
Mn  3.5321  0.7274  0.7378
O  -2.0069  -7.7768  -1.3924

Output
Frontier orbital gap (alpha / beta)   8.298 / 8.006 eV
Net charge   +1
Calculated total energy   -119557.1158 eV
2S+1   6
LUMO level (alpha / beta)   -2.5134 / -2.9131 eV